Here is a structure of composition C26H74MgO12 at a distorted geometry from the Open Molecules 2025 dataset. Energies are from the ωB97M-V functional and the def2-TZVPD basis.

The HOMO energy comes out at -6.669 eV. Its frontier orbital gap is 2.22 eV. Its energy is -2137.39943 hartree.

```
! wB97M-V def2-TZVPD RIJCOSX def2/J DEFGRID3
* xyz 0 1
Mg 4.21816 -1.66691 -1.79352
C -1.87204 1.00175 -0.03783
C -0.85868 0.56183 -1.07620
C -0.18689 1.91711 -1.52184
O 0.17362 -0.32688 -0.66265
H -2.62824 1.59648 -0.55023
H -1.48342 1.63195 0.76211
H -2.36574 0.13971 0.41077
H -1.38155 0.09539 -1.91115
H -0.19752 2.64381 -0.70951
H -0.75996 2.44030 -2.28732
H 0.83433 1.92871 -1.90273
C 5.05665 2.30650 -7.04659
C 6.02517 1.15206 -6.88193
C 7.53525 1.49647 -7.19275
O 5.95323 0.61226 -5.55875
H 5.21297 3.18481 -6.42031
H 4.03848 1.95885 -6.87172
H 5.12044 2.67884 -8.06904
H 5.78639 0.34614 -7.57588
H 7.93940 2.44006 -6.82616
H 7.44807 1.65146 -8.26814
H 8.27626 0.71277 -7.03521
C 5.70852 -6.66312 2.18735
C 5.48783 -5.17822 2.38106
O 5.94119 -4.56536 1.16309
H 6.76556 -6.89704 2.06074
H 5.17055 -7.07680 1.33438
H 5.43604 -7.06896 3.16159
H 5.93298 -4.78858 3.29655
H 4.41552 -4.99880 2.45903
H 6.89907 -4.57655 1.22590
C -8.70018 -0.61947 -3.20506
C -10.17877 -1.17660 -2.98707
O -10.11920 -2.38852 -2.26961
H -8.40090 -0.17044 -2.25801
H -8.62902 0.21782 -3.89931
H -7.87330 -1.29506 -3.42400
H -10.63968 -1.45590 -3.93451
H -10.82488 -0.48709 -2.44373
H -10.99982 -2.77030 -2.25105
C -2.54563 2.94216 7.97570
C -2.38308 3.38654 9.42878
O -1.26103 4.25469 9.53401
H -1.72950 2.26342 7.72804
H -2.38424 3.78394 7.30230
H -3.51784 2.45575 7.89631
H -2.13674 2.51384 10.03359
H -3.24008 3.86880 9.89897
H -1.00441 4.17851 10.45593
C 4.75616 2.90295 3.34978
C 5.65272 1.72859 2.93658
O 5.34995 1.44455 1.59157
H 3.74010 2.55086 3.52798
H 4.79864 3.65241 2.55946
H 5.25822 3.34064 4.21261
H 5.49083 0.82131 3.51859
H 6.72266 1.91511 3.02902
H 5.65186 2.18070 1.05442
C -0.51177 -3.53021 5.85486
C -0.62670 -5.06593 5.98537
O -0.25345 -5.40662 7.27539
H 0.50000 -3.14978 5.99519
H -1.15122 -3.14906 6.65105
H -0.92854 -3.11659 4.93653
H -0.03489 -5.63506 5.26847
H -1.54202 -5.60167 5.73385
H -0.88567 -4.93576 7.82327
C -3.74987 -6.11583 0.07316
C -2.67045 -7.09864 -0.17859
O -1.57540 -6.46820 -0.72490
H -3.49531 -5.40609 0.86029
H -4.68776 -6.62630 0.29199
H -4.06834 -5.51524 -0.77887
H -3.04594 -7.88423 -0.83429
H -2.40572 -7.56205 0.77181
H -1.65717 -5.53307 -0.52376
C -3.15323 8.11129 -2.05722
C -3.32205 8.36004 -3.52634
O -2.03539 8.27447 -4.10544
H -4.14699 8.22151 -1.62318
H -2.56444 8.89185 -1.57540
H -2.81234 7.07922 -1.97525
H -3.61867 9.37898 -3.77505
H -4.05439 7.69121 -3.97850
H -1.52270 7.61468 -3.63275
C 7.55003 7.70181 -3.55599
C 7.74711 6.82835 -2.33541
O 6.97173 5.66662 -2.33312
H 7.93021 7.15387 -4.41815
H 7.97376 8.68495 -3.35105
H 6.48674 7.83372 -3.75628
H 7.48969 7.36984 -1.42512
H 8.82464 6.75472 -2.18843
H 6.97344 5.27249 -3.20848
C 1.95311 -6.26571 -6.51086
C 3.24286 -6.03704 -5.64927
O 2.88878 -5.09920 -4.58482
H 2.31658 -7.05628 -7.16736
H 1.69892 -5.34068 -7.02836
H 1.21873 -6.71250 -5.84066
H 4.11600 -5.58543 -6.12019
H 3.70147 -6.96679 -5.31260
H 1.96432 -5.34294 -4.49784
C -9.32856 0.05032 3.71815
C -9.25508 -0.72166 5.05468
O -10.59842 -0.89185 5.38818
H -9.73949 -0.69516 3.03735
H -8.40444 0.39964 3.25762
H -9.99530 0.88770 3.92390
H -8.76395 -0.12254 5.82146
H -8.66832 -1.63263 4.93659
H -10.76850 -0.68545 6.31018
*
```

Here is a cluster of 14 separate species, C26H76F6N2O16S2 in total at a distorted geometry from the Open Molecules 2025 dataset. Energies are from the ωB97M-V functional and the def2-TZVPD basis.

The HOMO energy comes out at -9.001 eV. Its frontier orbital gap is 7.78 eV. Its energy is -3744.86118 hartree.

```
! wB97M-V def2-TZVPD RIJCOSX def2/J DEFGRID3
* xyz 0 1
N 11.21444 0.59394 4.49877
H 11.56162 0.08660 3.69741
H 12.00457 0.67935 5.12206
H 10.43518 0.10755 4.91862
H 10.94943 1.48255 4.09846
C 13.10078 5.05520 2.67202
F 14.18346 5.41323 2.14262
F 13.48955 4.23801 3.64778
F 12.47533 6.12384 3.09565
S 11.85695 4.21812 1.43397
O 11.59361 5.09108 0.34498
O 12.54302 2.93304 1.11772
N 10.56320 3.88384 2.46809
S 9.33001 4.23019 1.65542
O 9.09885 5.70889 1.76825
O 9.24986 3.55870 0.35672
C 7.90879 3.49435 2.69812
F 6.77773 3.53909 1.95684
F 8.24600 2.19531 3.06160
F 7.72332 4.19012 3.78622
O 13.78850 -0.91189 -1.46350
H 14.10538 -0.92120 -2.36668
H 13.81828 0.01016 -1.20822
O 10.20175 10.61847 2.84120
H 9.87344 9.86231 2.35470
H 10.38851 10.27823 3.71618
O 8.46722 -1.69667 6.56540
H 7.68574 -1.79725 7.10891
H 8.79104 -2.58911 6.44321
O 10.12730 -0.70778 0.09676
H 9.68024 0.08064 -0.21107
H 10.95204 -0.72110 -0.38889
C 19.77644 -0.25911 5.64577
C 19.19431 -0.26337 4.22733
C 19.37753 0.98823 3.45063
O 19.80115 -1.23106 3.44498
H 20.83630 -0.00797 5.60430
H 19.55292 -1.17812 6.18759
H 19.40379 0.44786 6.38700
H 18.12381 -0.46819 4.21364
H 19.09503 1.93252 3.91604
H 18.91239 0.82595 2.47831
H 20.38536 1.25345 3.13121
H 20.68883 -0.93900 3.22515
C 11.78644 1.45782 -7.25410
C 11.53855 2.50508 -6.17619
C 10.04251 2.56017 -5.79721
O 12.27154 2.04280 -5.05494
H 11.12745 0.59842 -7.13060
H 12.83288 1.15355 -7.27618
H 11.75679 1.81679 -8.28287
H 11.88202 3.47007 -6.54892
H 9.56212 1.69083 -5.34825
H 9.48240 2.71497 -6.71939
H 9.78261 3.35192 -5.09458
H 13.19653 2.24981 -5.20703
C 14.06132 -5.06284 1.76798
C 13.35536 -4.08675 2.83028
C 13.61416 -4.51154 4.31077
O 13.60291 -2.74287 2.53281
H 13.35256 -5.87588 1.61069
H 15.05364 -5.42073 2.04242
H 14.13100 -4.74882 0.72652
H 12.29893 -4.16843 2.57457
H 13.51514 -5.57752 4.51570
H 12.84822 -3.92623 4.81954
H 14.58918 -4.11640 4.59591
H 13.69754 -2.72495 1.57766
C 6.93485 11.62439 -2.20743
C 6.94459 10.43612 -3.22088
C 8.04295 9.36425 -3.04913
O 5.66752 9.80529 -3.06730
H 6.60481 11.33676 -1.20921
H 6.24513 12.38915 -2.56454
H 7.86880 12.13594 -1.97469
H 7.10414 10.82125 -4.22801
H 8.14029 8.79481 -2.12481
H 8.98841 9.89347 -3.16795
H 8.00762 8.62965 -3.85364
H 5.52990 9.68909 -2.12435
C 2.12660 10.40168 1.41038
C 2.88755 9.23460 2.07739
C 1.87303 8.17055 2.52781
O 3.86570 8.77748 1.22290
H 1.66116 10.20801 0.44397
H 2.81054 11.18886 1.09308
H 1.46650 10.94766 2.08438
H 3.43276 9.56634 2.96101
H 1.33284 7.94808 1.60760
H 1.21830 8.59605 3.28832
H 2.27051 7.18874 2.78504
H 4.59697 8.47057 1.76388
C 17.34961 3.35362 -5.06715
C 17.61808 2.59028 -3.76357
C 17.32920 3.41402 -2.49154
O 16.67164 1.54754 -3.78891
H 18.09342 4.10564 -5.33041
H 16.35218 3.77317 -5.19837
H 17.51313 2.79447 -5.98841
H 18.64284 2.24043 -3.63876
H 18.09391 4.18252 -2.37875
H 17.36111 2.86480 -1.55056
H 16.34144 3.87439 -2.46936
H 17.01713 0.81613 -3.27193
C 1.86874 3.78677 -1.86436
C 0.79967 2.87735 -1.05189
C -0.54055 3.53324 -1.02048
O 0.61471 1.79672 -1.87657
H 2.77281 3.24902 -2.14999
H 2.21583 4.60410 -1.23223
H 1.43857 4.12616 -2.80663
H 1.25171 2.59141 -0.10215
H -0.50920 4.52158 -0.56189
H -1.19322 3.00633 -0.32443
H -1.07817 3.53755 -1.96867
H 0.26281 1.08485 -1.33710
C 14.66939 11.29106 -4.64033
C 14.75195 11.08756 -3.15130
C 15.29805 9.75717 -2.74185
O 15.55169 12.03117 -2.53426
H 14.27947 12.26832 -4.92498
H 13.93249 10.54909 -4.94783
H 15.67101 11.13709 -5.04177
H 13.81215 11.21318 -2.61362
H 14.54822 8.99501 -2.95393
H 15.47116 9.70757 -1.66683
H 16.11211 9.51087 -3.42357
H 14.97501 12.75794 -2.28759
*
```

One value per record, in order, for relative energy (zero: lowest compared OMol25 entry of this formula, charge and spin): 16.836 4.201 eV.